1.
C49H47N2 | ωB97M-V with the def2-TZVPD basis set

Computed properties:
Max |F|: 1.74 eV Å⁻¹
Orbital gap: 4.270 eV
HOMO energy: -8.9 eV
Molar mass: 663.9 g mol⁻¹
Calculated total energy: -54549.93202 eV

Geometry as ORCA input:
```
! wB97M-V def2-TZVPD RIJCOSX def2/J DEFGRID3
* xyz 1 1
C 4.670 0.387 4.831
C 3.318 0.058 4.849
C 2.496 0.437 3.787
C 2.972 1.223 2.726
C 2.048 1.657 1.555
C 2.487 0.980 0.238
C 3.316 -0.147 0.210
C 3.587 -0.780 -1.010
C 3.029 -0.311 -2.199
C 2.188 0.805 -2.181
C 1.917 1.425 -0.963
C 0.594 1.277 1.876
C -0.133 0.392 1.079
C -1.463 0.088 1.389
C -2.050 0.624 2.534
C -1.311 1.451 3.383
C 0.016 1.765 3.069
C 2.128 3.213 1.364
C 3.441 3.696 0.706
C 3.087 4.834 -0.248
C 1.569 4.799 -0.441
N 1.075 3.827 0.525
C -0.256 3.795 0.789
C -1.268 4.125 -0.076
C -2.671 4.100 0.286
C -3.658 4.207 -0.725
C -5.011 4.226 -0.409
C -5.435 4.112 0.922
C -4.479 3.982 1.937
C -3.120 3.992 1.628
C 4.347 1.507 2.700
C 5.186 1.101 3.746
H 5.314 0.078 5.652
H 2.871 -0.498 5.673
H 1.461 0.090 3.816
H 3.742 -0.548 1.134
H 4.245 -1.649 -1.013
H 3.238 -0.805 -3.145
H 1.734 1.211 -3.085
H 1.193 2.234 -0.950
H 0.325 -0.086 0.210
H -2.012 -0.576 0.719
H -3.088 0.395 2.771
H -1.758 1.865 4.290
H 0.605 2.399 3.744
H 2.039 3.671 2.373
H 4.144 4.019 1.482
H 3.917 2.889 0.135
H 3.368 5.803 0.177
H 3.602 4.724 -1.209
H 1.112 5.788 -0.275
H 1.308 4.494 -1.468
H -0.525 3.448 1.789
H -1.011 4.439 -1.093
H -3.327 4.275 -1.763
H -5.748 4.327 -1.206
H -6.499 4.129 1.163
H -4.799 3.887 2.977
H -2.390 3.916 2.434
H 4.790 2.016 1.843
H 6.247 1.349 3.703
C -1.777 -2.759 -3.054
C -2.863 -1.809 -2.768
N -3.932 -2.123 -1.997
C -4.083 -3.380 -1.284
C -4.815 -1.038 -1.910
C -4.251 0.025 -2.653
C -4.881 1.263 -2.625
C -6.072 1.411 -1.904
C -6.605 0.350 -1.157
C -5.965 -0.902 -1.145
C -2.973 -0.449 -3.186
C -1.972 0.280 -3.820
C -2.168 1.509 -4.526
C -3.390 1.819 -5.189
C -3.604 3.077 -5.732
C -2.595 4.045 -5.697
C -2.869 5.409 -6.240
C -1.343 3.715 -5.160
C -1.124 2.470 -4.597
H -1.120 -2.287 -3.793
H -1.167 -2.984 -2.162
H -2.140 -3.710 -3.477
H -4.989 -3.319 -0.677
H -4.171 -4.231 -1.974
H -3.224 -3.569 -0.622
H -4.447 2.102 -3.164
H -6.582 2.375 -1.919
H -7.519 0.507 -0.586
H -6.340 -1.748 -0.575
H -0.951 -0.111 -3.757
H -4.185 1.071 -5.228
H -4.571 3.330 -6.173
H -1.985 6.047 -6.161
H -3.171 5.368 -7.293
H -3.691 5.894 -5.697
H -0.540 4.456 -5.188
H -0.153 2.206 -4.169
*
```


2.
C49H48FeO19 | ωB97M-V with the def2-TZVPD basis set

Computed properties:
Max |F|: 16.70 eV Å⁻¹
Expectation value of S²: 9.217
Orbital gap (alpha / beta): 6.721 / 2.777 eV
HOMO energy (alpha / beta): -9.9 / -9.9 eV
Molar mass: 996.7 g mol⁻¹
Calculated total energy: -124861.92573 eV

Geometry as ORCA input:
```
! wB97M-V def2-TZVPD RIJCOSX def2/J DEFGRID3
* xyz 1 6
Fe 7.004 16.781 -17.350
C 6.683 17.463 -15.126
O 6.367 16.347 -15.531
O 7.788 17.607 -15.690
O 6.141 18.030 -16.097
C 12.375 16.825 -15.704
C 13.734 16.889 -16.006
C 14.363 15.713 -16.471
C 13.559 14.600 -16.679
C 12.194 14.557 -16.364
C 11.570 15.741 -15.934
O 10.215 15.820 -15.611
O 15.687 15.747 -16.811
H 11.873 17.670 -15.257
H 14.334 17.765 -15.810
H 14.061 13.735 -17.087
H 11.522 13.715 -16.429
H 10.227 16.227 -14.742
H 16.263 16.410 -16.424
C 5.281 19.761 -19.365
C 5.406 20.911 -20.219
C 6.011 20.763 -21.440
C 6.550 19.592 -21.806
C 6.557 18.490 -20.962
C 5.852 18.578 -19.766
O 5.817 17.572 -18.858
O 6.147 21.872 -22.284
H 4.739 19.782 -18.431
H 4.856 21.793 -19.924
H 6.998 19.517 -22.786
H 6.944 17.543 -21.307
H 4.871 17.413 -18.886
H 6.528 21.585 -23.116
C 9.011 20.592 -12.179
C 8.978 19.511 -13.001
C 9.550 18.282 -12.555
C 10.094 18.172 -11.270
C 10.143 19.320 -10.498
C 9.651 20.512 -10.951
O 10.004 21.695 -10.240
O 9.628 17.241 -13.418
H 8.569 21.532 -12.477
H 8.601 19.681 -13.998
H 10.570 17.273 -10.907
H 10.629 19.194 -9.542
H 10.372 21.469 -9.383
H 8.877 17.434 -13.984
C 4.612 12.061 -19.702
C 4.875 12.957 -18.666
C 5.459 14.212 -18.909
C 5.694 14.533 -20.222
C 5.398 13.674 -21.285
C 4.859 12.446 -21.018
O 4.570 11.574 -22.091
O 5.631 15.105 -17.816
H 4.167 11.088 -19.554
H 4.626 12.776 -17.631
H 5.968 15.559 -20.420
H 5.501 14.001 -22.309
H 4.362 10.683 -21.800
H 5.281 14.781 -16.982
C 7.081 22.879 -14.873
C 7.049 23.584 -13.664
C 6.311 23.185 -12.611
C 5.478 22.099 -12.843
C 5.486 21.304 -13.962
C 6.375 21.714 -14.991
O 6.592 20.854 -16.092
O 6.383 23.884 -11.425
H 7.856 23.101 -15.592
H 7.808 24.342 -13.534
H 4.946 21.816 -11.947
H 4.937 20.378 -14.043
H 6.272 20.016 -15.749
H 7.221 24.353 -11.409
C 1.645 18.760 -18.916
C 0.861 19.815 -18.471
C 1.084 20.164 -17.144
C 1.990 19.517 -16.328
C 2.705 18.455 -16.801
C 2.474 17.994 -18.080
O 3.223 16.909 -18.488
O 0.348 21.227 -16.665
H 1.706 18.549 -19.973
H 0.159 20.377 -19.070
H 2.185 19.819 -15.310
H 3.315 17.967 -16.056
H 2.563 16.518 -19.065
H -0.297 21.520 -17.313
C 8.073 11.594 -17.990
C 8.322 12.964 -18.191
C 8.173 13.870 -17.118
C 7.738 13.341 -15.882
C 7.535 11.975 -15.676
C 7.684 11.070 -16.767
O 7.632 9.720 -16.492
O 8.371 15.159 -17.278
H 8.321 10.884 -18.765
H 8.718 13.302 -19.137
H 7.785 14.023 -15.046
H 7.432 11.607 -14.666
H 8.026 9.266 -17.240
H 9.194 15.410 -16.852
C 1.527 16.600 -14.389
C 2.832 16.101 -14.499
C 3.098 15.087 -15.380
C 2.167 14.522 -16.168
C 0.923 15.213 -16.192
C 0.633 16.283 -15.391
O -0.537 16.926 -15.516
O 4.371 14.565 -15.565
H 1.344 17.383 -13.669
H 3.634 16.460 -13.872
H 2.396 13.695 -16.824
H 0.250 14.782 -16.919
H -0.758 17.139 -14.606
H 4.973 15.216 -15.195
*
```


> The lowest max |F| belongs to which entry?

C49H47N2